The following is a quantum chemistry calculation of 11 unconnected molecules or ions with the total composition C58H150N21O15P7, from the OMol25 dataset.

Summary:
DFT total energy: -6967.96718 Ha
SMILES string: CN(C)P(=O)(N(C)C)N(C)C.CN(C)P(=O)(N(C)C)N(C)C.CN(C)P(=O)(N(C)C)N(C)C.CN(C)P(=O)(N(C)C)N(C)C.CN(C)P(=O)(N(C)C)N(C)C.CN(C)P(=O)(N(C)C)N(C)C.CN(C)P(=O)(N(C)C)N(C)C.O=C1CCCO1.O=C1CCCO1.O=C1CCCO1.O=C1CCCO1
gap between HOMO and LUMO: 7.863 eV
net charge: 0
LUMO energy: 0.06 eV

Geometry as XYZ:
```
251
Properties=species:S:1:pos:R:3:forces:R:3
C -0.571 -8.568 -13.913 0.414 0.537 -1.217
N -1.518 -7.460 -13.592 -0.150 -0.607 -1.260
C -1.702 -7.430 -12.148 -0.943 0.746 0.137
P -2.721 -7.168 -14.830 0.186 1.387 0.637
O -3.674 -8.317 -15.009 1.002 1.718 -0.268
N -3.495 -5.632 -14.403 0.115 -3.004 -0.016
C -2.753 -4.400 -14.307 0.171 -0.190 -0.470
C -4.961 -5.528 -14.540 0.618 -0.786 -0.332
N -1.810 -6.770 -16.250 0.847 0.487 0.805
C -2.213 -7.312 -17.532 -1.434 -1.248 0.649
C -0.658 -5.851 -16.350 -0.190 -0.028 1.313
H -0.865 -9.241 -14.718 -0.561 0.209 -0.133
H -0.304 -9.248 -13.104 -0.403 0.451 0.423
H 0.343 -8.096 -14.272 0.325 -0.146 0.100
H -2.093 -6.474 -11.800 0.020 0.169 -0.191
H -0.744 -7.584 -11.652 0.008 0.032 -0.138
H -2.410 -8.176 -11.789 0.008 -0.331 -0.002
H -1.776 -4.569 -13.854 0.027 -0.009 -0.025
H -2.619 -4.018 -15.319 0.224 0.523 -0.015
H -3.274 -3.652 -13.710 -0.138 -0.127 0.063
H -5.395 -6.308 -15.165 0.417 -0.662 0.311
H -5.376 -5.630 -13.537 -0.597 0.649 -0.224
H -5.259 -4.683 -15.161 0.147 0.737 0.748
H -1.712 -6.947 -18.428 0.242 0.334 0.500
H -2.093 -8.393 -17.457 0.050 -0.197 -0.557
H -3.287 -7.152 -17.627 -0.110 0.019 -0.524
H 0.038 -6.173 -17.125 0.017 -0.245 0.188
H -0.166 -5.785 -15.379 0.355 -0.459 0.012
H -0.862 -4.795 -16.522 -0.686 0.033 -0.516
C -3.629 3.220 -12.624 -0.401 0.238 -1.017
N -4.941 3.844 -12.864 0.661 2.068 0.887
C -6.081 3.020 -12.499 0.564 1.139 -0.652
P -5.048 5.353 -13.741 0.728 -0.944 -0.158
O -3.812 6.229 -13.755 -1.656 -1.829 0.149
N -5.382 4.730 -15.311 0.724 1.653 -0.580
C -4.254 4.737 -16.315 -0.945 0.807 0.749
C -6.491 3.828 -15.616 0.917 0.558 0.878
N -6.435 6.159 -13.138 -0.177 -1.537 -1.177
C -7.129 7.006 -14.176 0.192 0.376 1.912
C -6.501 6.577 -11.693 0.843 -0.096 -1.680
H -2.896 3.904 -12.197 -0.076 0.037 -0.174
H -3.312 2.850 -13.599 0.741 -0.035 -0.039
H -3.683 2.325 -12.005 -0.430 0.215 0.299
H -6.007 2.819 -11.430 -0.445 -0.370 -0.012
H -6.047 2.128 -13.126 -0.357 -0.402 0.341
H -6.953 3.620 -12.759 -0.343 -0.388 0.360
H -4.599 4.477 -17.316 -0.428 -0.208 0.166
H -3.916 5.770 -16.397 0.406 -0.183 0.161
H -3.430 4.068 -16.068 0.024 0.024 0.193
H -6.143 2.837 -15.325 -0.647 -0.487 -0.372
H -7.352 4.130 -15.020 -0.108 -0.250 0.008
H -6.752 3.915 -16.671 0.061 -0.231 0.032
H -6.466 7.851 -14.359 -0.077 -0.070 -0.975
H -7.556 6.472 -15.025 0.896 -0.152 -0.121
H -8.019 7.465 -13.745 -0.046 -0.111 0.521
H -7.356 7.252 -11.658 0.109 -0.191 0.575
H -5.570 7.078 -11.427 -0.091 0.538 -0.016
H -6.525 5.734 -11.002 -0.640 -0.174 -0.258
C 4.192 -8.911 -21.644 0.258 -0.699 0.275
N 5.527 -8.861 -20.988 -1.099 -2.769 -0.574
C 6.078 -7.566 -20.992 0.671 0.937 0.910
P 6.342 -10.171 -20.234 -1.155 0.727 0.530
O 7.824 -9.957 -20.094 -2.101 -0.113 0.357
N 5.388 -10.309 -18.737 1.907 0.079 -1.682
C 3.941 -10.301 -18.785 -0.190 0.128 -0.195
C 5.937 -10.891 -17.545 0.645 -1.006 0.083
N 5.923 -11.546 -21.152 -0.736 -0.468 2.527
C 6.317 -11.647 -22.518 0.698 0.711 -0.924
C 6.058 -12.827 -20.415 -0.411 -0.234 -0.410
H 4.173 -8.493 -22.650 0.510 0.323 -0.044
H 3.421 -8.396 -21.070 0.152 0.327 0.227
H 3.788 -9.915 -21.781 0.474 -0.262 0.268
H 6.878 -7.502 -20.254 0.486 -0.127 -0.453
H 5.365 -6.854 -20.574 -0.366 0.281 -0.429
H 6.401 -7.296 -21.997 0.154 0.443 0.085
H 3.537 -10.940 -19.570 -0.013 0.040 -0.265
H 3.520 -10.699 -17.862 0.245 0.070 0.161
H 3.564 -9.285 -18.901 -0.145 -0.008 -0.112
H 5.543 -11.895 -17.387 -0.469 -0.227 0.246
H 7.001 -11.107 -17.632 0.169 0.612 -0.121
H 5.748 -10.312 -16.641 0.005 0.216 -0.062
H 5.569 -11.189 -23.165 0.044 -0.013 -0.192
H 7.271 -11.136 -22.648 0.130 0.145 -0.373
H 6.494 -12.670 -22.850 -0.286 -0.085 0.273
H 5.711 -12.800 -19.382 0.398 0.489 -0.001
H 7.058 -13.251 -20.506 0.329 0.269 0.379
H 5.426 -13.608 -20.839 -0.318 0.217 -0.480
C -7.059 -0.416 -24.844 1.739 1.296 -0.897
N -7.268 -1.362 -23.837 -0.051 -1.683 1.944
C -8.713 -1.745 -23.714 1.144 1.038 1.141
P -6.312 -1.271 -22.407 1.639 -4.453 -2.827
O -6.662 -0.188 -21.532 0.014 1.408 1.738
N -6.476 -2.867 -21.800 -1.553 0.675 -0.165
C -6.286 -4.071 -22.621 0.040 0.156 0.290
C -6.274 -3.090 -20.391 0.441 -0.733 0.310
N -4.615 -1.408 -22.841 -0.739 0.690 -0.581
C -4.073 -2.202 -23.955 -0.362 0.915 -0.231
C -3.577 -1.186 -21.811 -0.883 0.321 -0.350
H -7.367 -0.828 -25.805 -0.276 0.416 -0.109
H -5.990 -0.212 -24.913 0.330 -0.292 -0.277
H -7.397 0.597 -24.627 -0.982 0.054 -0.181
H -9.252 -0.966 -23.175 -0.106 0.355 0.033
H -8.802 -2.607 -23.052 -0.106 -0.402 -0.695
H -9.155 -1.758 -24.711 0.149 -0.728 0.075
H -5.246 -4.394 -22.667 0.379 0.350 -0.305
H -6.747 -4.958 -22.187 -0.553 0.242 0.463
H -6.720 -3.984 -23.617 0.250 0.332 0.027
H -5.266 -3.453 -20.191 0.525 0.037 -0.009
H -6.410 -2.222 -19.745 -0.364 0.073 -0.372
H -6.884 -3.934 -20.069 -0.481 0.177 0.224
H -3.316 -1.569 -24.419 0.088 -0.037 -0.398
H -3.550 -3.120 -23.688 -0.245 -0.192 0.463
H -4.826 -2.440 -24.706 -0.079 0.056 0.126
H -2.633 -1.580 -22.187 -0.123 -0.224 0.140
H -3.880 -1.693 -20.895 0.393 0.090 0.227
H -3.396 -0.127 -21.631 -0.225 0.057 0.206
C 5.730 -4.588 -14.820 -0.622 0.113 -0.393
N 5.634 -3.892 -13.533 -0.008 0.195 1.049
C 6.627 -4.316 -12.488 -0.856 0.150 -0.463
P 4.799 -2.385 -13.533 0.676 -0.252 0.748
O 3.692 -2.320 -14.517 0.898 -0.169 -0.093
N 4.209 -2.215 -11.910 1.705 1.468 -1.305
C 3.729 -0.835 -11.609 0.703 0.304 -0.725
C 3.351 -3.279 -11.520 -1.021 -1.074 0.540
N 6.001 -1.188 -13.772 -3.058 -1.370 0.261
C 6.264 -0.751 -15.135 -0.466 -1.303 0.715
C 7.060 -1.055 -12.832 -0.612 0.231 0.401
H 6.276 -5.531 -14.794 0.103 0.109 0.556
H 6.175 -3.999 -15.622 0.332 0.260 0.069
H 4.734 -4.826 -15.196 -0.134 -0.017 0.137
H 6.480 -3.855 -11.511 -0.228 0.619 -0.310
H 7.658 -4.152 -12.802 0.051 0.005 -0.068
H 6.494 -5.370 -12.241 -0.006 -0.255 -0.461
H 3.278 -0.334 -12.465 -0.886 -0.474 -0.117
H 3.096 -0.773 -10.723 -0.027 -0.373 -0.191
H 4.548 -0.129 -11.473 0.539 -0.417 0.533
H 2.537 -3.507 -12.208 -0.234 0.289 -0.318
H 3.871 -4.231 -11.414 0.333 0.119 0.122
H 2.886 -3.041 -10.564 0.110 -0.017 0.097
H 6.708 0.238 -15.021 0.060 -0.042 -0.838
H 6.875 -1.536 -15.580 0.866 0.573 -0.483
H 5.335 -0.827 -15.700 -0.052 0.728 0.067
H 7.338 -0.021 -13.035 1.159 -0.117 0.760
H 7.825 -1.830 -12.880 0.565 0.326 -0.481
H 6.635 -1.171 -11.835 0.090 0.373 0.191
C 2.654 -7.036 -5.877 -0.329 1.108 0.991
N 3.724 -6.197 -5.237 -0.515 -0.350 -1.569
C 5.042 -6.779 -5.491 0.100 0.620 -0.105
P 3.268 -5.084 -4.039 -0.826 0.753 -1.378
O 1.975 -4.366 -4.336 1.310 -1.543 0.476
N 3.190 -6.050 -2.670 0.540 1.019 0.188
C 1.919 -6.599 -2.207 0.229 0.368 0.298
C 4.335 -6.868 -2.268 -0.255 0.130 -0.156
N 4.565 -3.974 -3.965 0.136 -0.945 0.374
C 4.926 -3.121 -5.113 -0.499 -0.819 -0.151
C 4.750 -3.216 -2.719 -0.216 -0.559 0.220
H 2.883 -7.359 -6.892 0.630 -0.143 0.234
H 1.722 -6.486 -6.009 0.109 0.407 0.325
H 2.400 -7.863 -5.213 0.141 -0.460 -0.255
H 5.809 -6.013 -5.377 0.077 -0.095 0.125
H 5.086 -7.144 -6.517 -0.093 0.294 -0.220
H 5.321 -7.661 -4.913 -0.208 0.000 0.560
H 1.667 -7.589 -2.589 0.318 -0.235 -0.442
H 2.055 -6.734 -1.134 -0.547 0.183 0.205
H 1.086 -5.947 -2.467 0.213 0.151 0.251
H 5.310 -6.450 -2.522 -0.208 0.196 -0.455
H 4.378 -6.966 -1.183 -0.333 -0.126 0.125
H 4.219 -7.850 -2.727 0.326 -0.284 0.118
H 6.005 -2.970 -5.076 -0.079 0.557 0.189
H 4.756 -3.557 -6.097 -0.335 -0.472 0.215
H 4.311 -2.222 -5.076 0.398 0.364 -0.035
H 4.968 -3.914 -1.911 0.011 0.132 0.120
H 3.879 -2.624 -2.436 -0.271 0.008 -0.070
H 5.573 -2.507 -2.806 0.157 -0.257 -0.192
C -3.663 -15.361 -24.518 0.299 1.283 0.562
N -3.126 -14.650 -23.350 0.183 -1.421 1.972
C -3.809 -15.070 -22.038 0.739 1.727 -1.509
P -2.393 -13.151 -23.432 -1.204 -1.050 -3.311
O -2.098 -12.558 -22.137 -0.156 0.633 1.074
N -1.077 -13.345 -24.464 0.311 -0.874 -0.576
C -0.107 -14.447 -24.282 -0.886 0.613 1.207
C -0.430 -12.096 -24.882 -1.278 0.644 0.578
N -3.472 -12.261 -24.427 0.842 0.103 -0.332
C -3.904 -10.962 -23.952 0.189 -0.485 0.499
C -3.863 -12.458 -25.881 0.384 -0.219 2.260
H -3.927 -16.372 -24.208 0.152 0.005 -0.334
H -2.930 -15.309 -25.324 0.027 -0.483 -0.015
H -4.540 -14.816 -24.865 -0.398 -0.339 -0.131
H -4.872 -14.862 -22.158 -0.205 -0.367 0.073
H -3.456 -14.376 -21.276 0.124 -0.279 0.096
H -3.616 -16.105 -21.757 0.085 0.052 -0.275
H 0.631 -14.468 -25.083 -0.243 -0.084 0.003
H 0.361 -14.246 -23.318 0.741 -0.279 0.010
H -0.633 -15.391 -24.142 0.049 -0.041 -0.415
H -0.695 -11.320 -24.164 0.254 0.219 0.259
H 0.659 -12.138 -24.895 -0.174 -0.275 -0.292
H -0.896 -11.732 -25.798 0.544 -0.158 -0.454
H -3.751 -10.942 -22.873 -0.542 0.079 0.061
H -3.293 -10.135 -24.313 -0.046 0.198 -0.546
H -4.946 -10.869 -24.255 -0.085 0.541 0.359
H -3.717 -11.498 -26.375 0.222 -0.254 -0.393
H -4.927 -12.698 -25.868 -0.140 0.093 -0.269
H -3.340 -13.309 -26.317 0.210 0.424 -0.142
O -7.071 -15.282 -12.236 -0.437 0.069 0.487
C -6.010 -15.240 -12.764 0.371 -0.013 -0.098
C -5.488 -16.169 -13.844 0.275 0.578 0.514
C -4.189 -15.483 -14.234 -0.050 -0.967 -2.111
C -4.014 -14.245 -13.370 1.040 -0.564 -1.044
O -5.106 -14.235 -12.500 -0.776 -0.021 0.610
H -5.290 -17.188 -13.511 -0.406 0.146 0.352
H -6.259 -16.202 -14.614 0.165 -0.038 -0.066
H -3.398 -16.232 -14.267 0.333 0.402 0.475
H -4.300 -15.188 -15.277 0.222 0.187 -0.073
H -3.039 -14.250 -12.883 -0.287 -0.062 0.647
H -3.982 -13.378 -14.030 -0.453 0.307 0.294
O -9.027 -12.777 -21.034 2.198 0.342 2.257
C -8.395 -12.482 -20.012 -3.253 0.067 -2.669
C -8.559 -13.171 -18.663 1.800 1.804 1.119
C -8.201 -11.948 -17.715 -0.877 0.093 -0.356
C -7.495 -10.894 -18.634 0.245 -0.834 2.010
O -7.727 -11.283 -19.955 -0.362 -1.285 -0.597
H -9.551 -13.564 -18.438 0.168 0.062 -0.580
H -7.802 -13.945 -18.541 -0.112 -0.163 -0.181
H -9.149 -11.558 -17.345 -0.043 0.186 -0.084
H -7.621 -12.141 -16.813 0.163 -0.371 -0.288
H -7.847 -9.877 -18.461 -0.112 -0.088 -0.175
H -6.437 -10.935 -18.374 0.215 0.196 -0.456
O -8.678 -8.882 -8.589 0.067 0.327 -3.122
C -8.930 -8.690 -9.788 0.038 -0.560 5.450
C -8.119 -9.068 -11.000 -0.938 0.404 1.185
C -9.212 -9.056 -12.020 0.538 1.028 -1.079
C -10.299 -8.097 -11.431 -0.433 -1.268 -2.572
O -10.129 -8.091 -10.046 0.601 -0.352 -0.705
H -7.403 -8.249 -11.077 0.417 -0.370 -0.316
H -7.722 -10.069 -10.835 0.526 0.449 0.022
H -8.840 -8.666 -12.968 -0.209 -0.171 -0.176
H -9.509 -10.095 -12.163 -0.654 0.265 -0.057
H -10.363 -7.107 -11.883 0.771 0.276 0.340
H -11.206 -8.555 -11.824 -0.695 -0.028 1.044
O -6.022 -3.862 -8.374 -0.131 1.142 -0.278
C -5.304 -3.747 -7.422 -0.004 -1.521 -1.039
C -5.170 -4.808 -6.396 0.599 -0.474 0.860
C -3.851 -4.429 -5.722 -0.097 -1.378 1.038
C -3.596 -2.996 -6.073 0.051 -0.423 0.722
O -4.390 -2.778 -7.240 0.069 1.177 -0.178
H -6.068 -4.821 -5.778 0.175 0.372 0.434
H -5.165 -5.820 -6.799 0.099 0.275 -0.499
H -3.915 -4.615 -4.650 0.270 0.160 0.032
H -2.977 -4.964 -6.094 -0.423 -0.636 -0.094
H -3.847 -2.380 -5.210 -0.353 0.639 -0.512
H -2.524 -2.916 -6.256 -0.240 0.657 -0.506
```
Positions in Å, forces in eV/Å.